Record 1
{
  "formula": "C6H7O2S2",
  "method": "wB97M-V/def2-TZVPD",
  "molar_mass_g_mol": 175.25,
  "homo_energy_ev": [-3.8068, -3.8065],
  "total_charge": -1,
  "gap_ha": [0.2487, 0.2487],
  "symbols": ["H", "C", "H", "C", "S", "H", "H", "O", "O", "H", "C", "C", "H", "C", "H", "C", "S"],
  "coordinates": [[1.298405, -1.887184, -0.963828], [-0.934504, 0.737026, -0.288447], [-1.902579, -1.349653, 0.064932], [-3.145266, 0.265363, 0.170866], [2.778063, 1.441042, 0.042005], [1.520882, -0.170174, 1.084391], [1.450017, -0.399343, -2.040195], [3.674135, 0.447496, 0.691690], [2.438424, 2.520740, 0.979984], [-3.993009, -0.307023, 0.476123], [1.476826, 0.127508, 0.036697], [-1.903624, -0.310616, 0.114098], [2.844534, -1.139567, -0.954878], [1.794031, -0.826013, -1.052501], [-1.015552, 2.962571, -0.378354], [-1.444931, 1.970463, -0.273797], [-3.175472, 1.936704, 0.083767]],
  "forces_ev_per_angstrom": [[0.266, 2.013, 0.017], [2.766, -2.554, 1.494], [0.940, -1.631, 0.165], [0.344, -1.258, 1.141], [0.092, 0.863, -0.671], [-0.752, -0.379, -0.108], [0.941, -0.507, 0.938], [0.733, -0.668, 0.231], [-0.639, 0.239, 0.166], [-0.732, -0.032, -0.087], [-1.513, 1.043, 0.117], [-0.476, 3.695, -1.827], [-0.081, 0.752, -0.498], [-1.663, -2.607, -0.741], [0.224, -0.442, -0.079], [-0.797, 0.709, 0.169], [0.347, 0.764, -0.425]],
  "mulliken_charge": [0.2539, -0.1570, 0.3889, -0.3001, 0.4416, 0.2987, 0.2414, -0.6298, -0.6047, 0.3741, -0.1137, -0.5018, 0.4372, -1.0013, 0.4071, -0.3194, -0.2150]
}

Record 2
{
  "formula": "C6H7O3",
  "method": "wB97M-V/def2-TZVPD",
  "molar_mass_g_mol": 127.12,
  "homo_energy_ev": [-1.7260, -1.7217],
  "total_charge": -1,
  "gap_ha": [0.2091, 0.2090],
  "symbols": ["H", "C", "H", "C", "H", "C", "O", "C", "C", "H", "H", "C", "H", "O", "O", "H"],
  "coordinates": [[0.563241, 2.145751, 1.431247], [-0.303425, -2.137841, -0.528262], [1.794689, 2.137563, 0.067259], [0.471550, -1.613873, -1.433137], [2.100282, 0.986831, 1.220258], [-0.570663, -1.640504, 0.866643], [-0.225383, -0.456600, 1.192214], [-0.967457, 1.172870, -0.484928], [0.250775, 0.545591, 0.225177], [-1.825478, 0.565394, -0.398569], [-0.886401, -3.005770, -0.643560], [1.258932, 1.507335, 0.816559], [-0.688268, 1.163248, -1.517872], [-1.185620, -2.347750, 1.628183], [1.118484, -1.233635, -2.386022], [-0.905257, 2.211389, -0.055189]],
  "forces_ev_per_angstrom": [[1.469, 0.259, 0.579], [-0.409, 0.229, 1.501], [-1.013, -0.259, 0.072], [2.307, 3.551, -1.945], [0.102, -0.318, 1.313], [-0.060, -0.729, -1.867], [0.938, 3.021, 1.356], [3.422, 0.825, 1.350], [0.214, -2.991, -2.328], [-1.250, -0.192, 0.568], [-0.256, -1.256, -0.659], [-1.777, 0.145, -1.053], [-0.104, 0.568, -0.878], [-0.519, -0.858, 0.859], [-1.641, -1.722, 1.753], [-1.423, -0.273, -0.621]],
  "mulliken_charge": [0.3311, -0.8040, 0.2415, 0.7642, 0.3385, 0.4947, -0.2872, -1.2439, 0.6326, 0.2780, 0.3657, -1.5316, 0.1649, -0.6645, -0.5249, 0.4450]
}

Record 3
{
  "formula": "C6H8",
  "method": "wB97M-V/def2-TZVPD",
  "molar_mass_g_mol": 80.13,
  "homo_energy_ev": -9.0217,
  "gap_ha": 0.3617,
  "symbols": ["H", "H", "C", "C", "C", "C", "H", "H", "C", "H", "H", "H", "C", "H"],
  "coordinates": [[0.222403, -2.141396, 1.343465], [0.288210, -1.596766, -1.660636], [-0.026650, -0.404877, 0.192027], [-0.658626, 0.954361, 0.017795], [-0.246948, -1.163266, 1.255706], [-1.687254, 1.355126, 0.770889], [-2.278329, 0.604233, 1.279799], [-0.670774, -0.881038, 2.209689], [1.807118, -0.164417, -1.441589], [2.395403, -0.473847, -2.295741], [2.204224, 0.667617, -0.875244], [-0.092345, 1.655994, -0.580398], [0.712373, -0.807245, -1.050256], [-1.968805, 2.395522, 0.834494]],
  "forces_ev_per_angstrom": [[-0.069, -0.010, -0.383], [0.118, -0.185, 0.117], [-1.286, 1.032, -1.534], [0.467, -0.226, 1.721], [1.119, -0.936, 0.602], [0.233, -0.262, -0.758], [0.028, 0.195, 0.332], [-0.406, 0.574, -0.334], [0.055, -0.284, 0.054], [-0.226, 0.048, -0.162], [0.034, 0.005, 0.139], [-0.048, 0.075, -0.081], [0.251, -0.024, 0.461], [-0.269, -0.004, -0.174]],
  "mulliken_charge": [0.2767, 0.3158, 0.5302, -0.2164, -0.8507, -0.7729, 0.2755, 0.3335, -0.6347, 0.2710, 0.2678, 0.2911, -0.3404, 0.2534]
}

Record 4
{
  "formula": "C6H8",
  "method": "wB97M-V/def2-TZVPD",
  "molar_mass_g_mol": 80.13,
  "homo_energy_ev": -9.6556,
  "gap_ha": 0.3544,
  "symbols": ["H", "H", "C", "C", "H", "H", "C", "C", "H", "H", "C", "C", "H", "H"],
  "coordinates": [[-0.102206, -0.231836, 1.717323], [2.496131, -0.258355, 0.276508], [-1.808675, 0.110840, 0.345326], [0.685988, 0.868028, -0.000004], [-0.779778, -1.148328, -1.170184], [-2.104028, 0.838585, -0.403300], [-0.342805, 0.006654, 0.682662], [-1.019951, -1.077949, -0.112597], [-2.522530, -0.023106, 1.151965], [1.726328, -0.467650, -1.307232], [1.961995, 0.262893, -0.525233], [0.365291, 2.131228, -0.087666], [2.626020, 1.021314, -0.948053], [-1.181779, -2.032316, 0.380489]],
  "forces_ev_per_angstrom": [[-0.027, 0.034, -0.182], [-0.101, 0.089, -0.085], [-0.185, 0.100, 0.031], [-0.123, 0.485, -0.062], [-0.046, 0.031, 0.169], [0.072, -0.124, 0.133], [0.029, 0.000, 0.142], [0.018, -0.148, -0.133], [0.139, 0.015, -0.108], [0.031, 0.102, 0.134], [0.123, -0.005, -0.046], [0.149, -0.653, 0.018], [-0.102, -0.101, 0.062], [0.024, 0.176, -0.073]],
  "mulliken_charge": [0.3890, 0.2884, -0.6441, 0.2467, 0.2585, 0.2874, -0.0858, -0.5370, 0.2631, 0.2761, -1.0586, -0.3048, 0.3477, 0.2734]
}

Record 5
{
  "formula": "C6H8",
  "method": "wB97M-V/def2-TZVPD",
  "molar_mass_g_mol": 80.13,
  "homo_energy_ev": [-7.7873, -7.7860],
  "gap_ha": [0.2708, 0.2708],
  "symbols": ["H", "C", "C", "H", "H", "C", "C", "H", "H", "H", "H", "H", "C", "C"],
  "coordinates": [[1.250070, 1.086505, -1.818693], [-1.461084, 0.092231, 0.959367], [1.736235, 0.416874, -1.118509], [-1.261720, -0.620140, 1.760370], [-2.896111, 1.722469, 0.975058], [-2.622023, 0.724704, 1.270151], [-0.564792, 0.181503, -0.177386], [0.688741, -1.347406, -1.916370], [2.156241, -1.732596, -0.879813], [-3.299003, 0.252427, 1.977606], [2.727941, 0.710981, -0.788646], [1.320695, -0.324158, 0.945493], [1.402539, -1.006939, -1.175155], [0.822272, -0.156453, -0.013471]],
  "forces_ev_per_angstrom": [[0.064, -0.101, 0.149], [-0.285, 0.355, 0.112], [0.110, 0.072, -0.147], [0.253, -0.837, -0.399], [-0.197, 0.032, -0.785], [0.616, -0.195, -0.001], [-0.128, 0.139, 0.520], [0.079, 0.088, 0.148], [-0.201, 0.156, 0.040], [0.373, 0.262, 0.338], [-0.174, -0.064, -0.004], [-0.184, 0.020, -0.054], [0.055, -0.051, -0.177], [-0.383, 0.125, 0.261]],
  "mulliken_charge": [0.2895, -0.2091, -0.5447, 0.2588, 0.2585, -0.5739, -0.6103, 0.2887, 0.2406, 0.2313, 0.2510, 0.4048, -0.5076, 0.2224]
}

Record 6
{
  "formula": "C6H8",
  "method": "wB97M-V/def2-TZVPD",
  "molar_mass_g_mol": 80.13,
  "homo_energy_ev": -7.8371,
  "gap_ha": 0.3138,
  "symbols": ["H", "H", "C", "C", "C", "H", "C", "C", "H", "H", "H", "C", "H", "H"],
  "coordinates": [[-1.947880, 0.858149, -0.073981], [-1.796551, -0.517361, 1.069003], [-0.032687, 0.845157, 1.027748], [0.415325, 0.578333, -1.223918], [0.611335, -1.072806, 0.525940], [-0.705446, -1.363291, -1.289289], [0.629245, 1.421861, -0.209834], [-0.328605, -0.596652, -0.598941], [1.188438, 2.351671, -0.214700], [0.213011, -1.880792, 1.149232], [0.636886, -0.102736, 1.476041], [-1.256635, 0.144076, 0.381660], [1.666528, -1.215430, 0.276531], [0.747841, 0.637910, -2.256285]],
  "forces_ev_per_angstrom": [[0.120, -0.091, 0.058], [0.108, 0.090, -0.097], [-0.064, 0.107, -0.053], [0.055, 0.104, 0.106], [0.072, -0.193, -0.067], [0.071, 0.121, 0.099], [0.040, -0.049, -0.149], [-0.044, -0.086, -0.068], [-0.093, -0.155, -0.010], [0.039, 0.146, -0.064], [0.040, -0.043, 0.014], [-0.144, -0.008, 0.024], [-0.150, 0.052, 0.046], [-0.050, 0.005, 0.163]],
  "mulliken_charge": [0.3078, 0.3004, -0.2624, -0.3424, -0.7357, 0.3614, -0.5222, -0.1975, 0.4254, 0.3670, 0.2095, -0.6949, 0.3752, 0.4084]
}

Which formula does entry 1 have? C6H7O2S2